Formula: C3H4NOS2
Source: the OMol25 dataset
Level of theory: wB97M-V/def2-TZVPD

## Properties
energy relative to the best compared isomer or geometry (same formula, charge and spin)	22.39	kcal/mol
orbital gap	7.2699	eV
strongest force on any atom	3.65	eV/A
E_LUMO	3.53	eV
structure (SMILES)	C/C([O-])=N/C(=S)S

ORCA input file:
```
! RIJCOSX wB97M-V def2-TZVPD def2/J DEFGRID3
* xyz -1 1
C 0.4463 -0.3244 -0.1551
C -1.5002 0.7383 0.2100
C 2.1297 -0.3434 0.1965
N -0.2372 0.6849 0.4049
O 0.0374 -1.1696 -0.9219
S -2.3622 1.9959 0.8939
S -2.3826 -0.6157 -0.6409
H 2.7500 -0.6151 -0.7580
H 2.3966 0.6866 0.5982
H 2.3095 -1.2109 1.0102
H -3.5872 0.1733 -0.8378
*
```